Formula: C12H25AsN7O2Re
Source: the OMol25 dataset
Level of theory: the ωB97M-V functional and the def2-TZVPD basis

Cartesian coordinates (Å):
Re: -0.094 0.091 -0.825
C: -1.916 0.941 4.339
N: -1.431 0.137 3.151
C: -1.986 -1.257 3.258
C: -0.878 0.534 2.026
N: -0.841 -0.277 0.977
N: -0.053 1.633 2.072
C: 0.494 2.399 0.989
N: 1.039 3.606 1.401
N: 0.724 1.913 -0.253
H: -1.236 0.691 5.199
H: -2.916 0.550 4.542
H: -1.907 2.047 4.169
H: -2.482 -1.594 2.285
H: -2.623 -1.407 4.128
H: -1.157 -1.963 3.456
H: -1.351 -1.164 1.113
H: 0.106 1.966 3.024
H: 0.935 3.838 2.357
H: 1.956 3.750 1.005
H: 0.840 2.678 -0.989
C: 3.879 -3.037 1.226
N: 3.257 -2.255 0.117
C: 3.882 -2.040 -1.148
C: 3.276 -1.463 -2.205
C: 2.011 -0.836 -1.993
O: 1.366 0.025 -2.691
N: 1.437 -1.143 -0.796
C: 1.971 -1.802 0.334
O: 1.437 -1.941 1.465
H: 3.642 -4.103 1.014
H: 3.521 -2.692 2.182
H: 4.995 -2.919 1.166
H: 4.977 -2.271 -1.149
H: 3.767 -1.522 -3.161
C: -1.005 1.980 -3.719
As: -1.719 0.533 -2.508
C: -3.564 1.073 -2.072
C: -2.010 -0.943 -3.728
H: -1.761 2.404 -4.313
H: -0.381 1.499 -4.458
H: -0.492 2.678 -3.108
H: -4.059 1.460 -2.989
H: -3.482 1.896 -1.299
H: -4.105 0.105 -1.819
H: -2.901 -1.026 -4.325
H: -2.039 -1.824 -3.111
H: -1.125 -0.949 -4.337

Values from the calculation:
Highest occupied orbital energy (alpha / beta) ... -17.940 / -18.067 eV
Multiplicity ... 4
DFT total energy ... -90315.519 eV
Charge ... +3
Energy relative to the best compared isomer or geometry (same formula, charge and spin) ... 1.3274 eV
Orbital gap (alpha / beta) ... 6.345 / 6.340 eV
M ... 560.5 g mol⁻¹

Charges computed using Mulliken, reported in e: atom 1 (Re): 0.49, atom 2 (C): -1.07, atom 3 (N): 0.00, atom 4 (C): -1.00, atom 5 (C): 0.73, atom 6 (N): -0.17, atom 7 (N): -0.17, atom 8 (C): 0.51, atom 9 (N): -0.41, atom 10 (N): -0.56, atom 11 (H): 0.37, atom 12 (H): 0.41, atom 13 (H): 0.40, atom 14 (H): 0.41, atom 15 (H): 0.36, atom 16 (H): 0.39, atom 17 (H): 0.08, atom 18 (H): 0.32, atom 19 (H): 0.23, atom 20 (H): 0.27, atom 21 (H): 0.28, atom 22 (C): -0.88, atom 23 (N): 0.09, atom 24 (C): 0.04, atom 25 (C): -1.01, atom 26 (C): 0.90, atom 27 (O): -0.61, atom 28 (N): -0.19, atom 29 (C): 0.58, atom 30 (O): -0.60, atom 31 (H): 0.35, atom 32 (H): 0.34, atom 33 (H): 0.31, atom 34 (H): 0.38, atom 35 (H): 0.49, atom 36 (C): -1.16, atom 37 (As): 0.60, atom 38 (C): -1.02, atom 39 (C): -1.09, atom 40 (H): 0.46, atom 41 (H): 0.37, atom 42 (H): 0.38, atom 43 (H): 0.43, atom 44 (H): 0.35, atom 45 (H): 0.39, atom 46 (H): 0.41, atom 47 (H): 0.42, atom 48 (H): 0.39



Formula: C12H25Br4N2O5V
Source: the OMol25 dataset
Level of theory: the ωB97M-V functional and the def2-TZVPD basis

Cartesian coordinates (Å):
O: 3.283 1.745 2.681
V: 3.282 0.822 1.378
C: -0.178 -1.107 1.923
C: 1.005 -0.238 1.910
O: 1.044 0.806 1.178
O: 2.008 -0.505 2.672
H: -0.485 -1.397 0.905
H: -1.096 -0.650 2.306
H: -0.037 -2.044 2.460
C: -2.791 -1.834 -0.774
O: -2.147 -1.584 -1.797
N: -3.522 -0.925 -0.059
C: -3.725 0.448 -0.465
C: -4.107 -1.309 1.150
H: -2.781 -2.831 -0.307
H: -3.707 0.466 -1.571
H: -2.961 1.169 -0.180
H: -4.730 0.848 -0.314
H: -5.163 -1.016 1.170
H: -3.928 -2.335 1.429
H: -3.727 -0.670 1.974
C: 2.503 -1.647 -0.701
O: 3.257 -0.719 -0.184
N: 2.386 -2.881 -0.238
C: 1.313 -3.747 -0.667
C: 3.271 -3.428 0.739
H: 1.898 -1.422 -1.574
H: 0.633 -3.917 0.164
H: 1.693 -4.655 -1.125
H: 0.707 -3.245 -1.431
H: 2.693 -3.912 1.538
H: 3.848 -4.239 0.297
H: 3.861 -2.677 1.232
Br: 2.080 4.853 2.390
C: 0.351 5.011 1.525
C: -0.247 3.680 1.294
Br: -2.143 3.837 0.886
H: 0.528 5.543 0.592
H: -0.284 5.665 2.108
H: -0.260 3.128 2.231
H: 0.206 3.046 0.567
Br: 0.341 3.662 -2.212
C: 0.351 1.817 -2.788
C: 1.217 1.681 -4.016
Br: 1.046 -0.153 -4.657
H: -0.664 1.532 -3.031
H: 0.722 1.193 -1.982
H: 2.270 1.802 -3.818
H: 0.890 2.334 -4.811

Values from the calculation:
Highest occupied orbital energy (alpha / beta) ... -11.719 / -11.719 eV
Multiplicity ... 2
DFT total energy ... -331918.417 eV
Charge ... +1
Orbital gap (alpha / beta) ... 5.969 / 6.582 eV
M ... 647.9 g mol⁻¹

Charges computed using Mulliken, reported in e: atom 1 (O): -0.38, atom 2 (V): 1.04, atom 3 (C): -0.86, atom 4 (C): 1.07, atom 5 (O): -0.17, atom 6 (O): -0.65, atom 7 (H): -0.02, atom 8 (H): 0.35, atom 9 (H): 0.41, atom 10 (C): 0.05, atom 11 (O): -0.60, atom 12 (N): 0.22, atom 13 (C): -0.90, atom 14 (C): -0.95, atom 15 (H): 0.33, atom 16 (H): 0.33, atom 17 (H): 0.18, atom 18 (H): 0.37, atom 19 (H): 0.34, atom 20 (H): 0.30, atom 21 (H): 0.33, atom 22 (C): 0.39, atom 23 (O): -0.77, atom 24 (N): 0.21, atom 25 (C): -0.90, atom 26 (C): -0.98, atom 27 (H): 0.29, atom 28 (H): 0.34, atom 29 (H): 0.34, atom 30 (H): 0.29, atom 31 (H): 0.36, atom 32 (H): 0.34, atom 33 (H): 0.30, atom 34 (Br): -0.19, atom 35 (C): -0.51, atom 36 (C): -0.18, atom 37 (Br): -0.12, atom 38 (H): 0.33, atom 39 (H): 0.42, atom 40 (H): 0.36, atom 41 (H): -0.14, atom 42 (Br): -0.12, atom 43 (C): -0.15, atom 44 (C): -0.64, atom 45 (Br): -0.17, atom 46 (H): 0.41, atom 47 (H): -0.13, atom 48 (H): 0.38, atom 49 (H): 0.44



Formula: C12H25ClF2INO5P2Si2
Source: the OMol25 dataset
Level of theory: the ωB97M-V functional and the def2-TZVPD basis

Cartesian coordinates (Å):
C: -0.839 4.724 -0.597
C: -0.114 3.792 0.365
P: -1.106 2.273 0.786
C: -2.162 1.864 -0.688
Si: 0.365 0.576 0.913
C: 2.129 1.070 0.454
C: 2.421 0.776 -1.024
C: 1.572 1.584 -2.011
O: 0.837 0.760 -2.922
O: -0.045 -0.649 -0.202
Si: -0.535 -2.152 0.199
Cl: 0.911 -3.252 1.129
C: -1.022 -3.043 -1.366
C: 0.129 -3.760 -2.107
C: 1.216 -2.829 -2.643
I: 3.202 -3.318 -2.017
N: -1.923 -2.058 1.337
C: -3.144 -1.744 0.695
O: -3.559 -0.650 0.530
F: -3.815 -2.816 0.269
C: -1.992 -3.140 2.267
O: -1.792 -3.059 3.422
F: -2.298 -4.299 1.680
P: 0.327 -0.221 3.011
C: 1.904 0.418 3.699
O: -0.829 0.721 3.730
H: -0.320 5.676 -0.672
H: -0.905 4.301 -1.596
H: -1.853 4.908 -0.245
H: 0.887 3.577 -0.002
H: 0.008 4.310 1.314
H: -1.963 0.858 -1.042
H: -2.040 2.580 -1.493
H: -3.195 1.904 -0.359
H: 2.800 0.446 1.048
H: 2.336 2.102 0.729
H: 2.298 -0.286 -1.218
H: 3.474 0.984 -1.215
H: 2.216 2.198 -2.635
H: 0.861 2.231 -1.497
H: 0.333 0.145 -2.378
H: -1.429 -2.309 -2.063
H: -1.781 -3.786 -1.137
H: -0.328 -4.244 -2.970
H: 0.537 -4.567 -1.505
H: 1.278 -2.906 -3.722
H: 1.041 -1.786 -2.412
H: 2.698 -0.183 3.258
H: 1.929 0.272 4.774
H: 2.101 1.460 3.453
H: -0.819 0.547 4.678

Values from the calculation:
Highest occupied orbital energy ... -8.011 eV
DFT total energy ... -84973.770 eV
Orbital gap ... 8.398 eV
M ... 581.8 g mol⁻¹

Charges computed using Mulliken, reported in e: atom 1 (C): -1.48, atom 2 (C): -0.27, atom 3 (P): -0.11, atom 4 (C): -0.78, atom 5 (Si): 0.06, atom 6 (C): -0.86, atom 7 (C): -0.27, atom 8 (C): 0.08, atom 9 (O): -0.64, atom 10 (O): 0.16, atom 11 (Si): 0.25, atom 12 (Cl): -0.37, atom 13 (C): -0.70, atom 14 (C): -0.87, atom 15 (C): -0.44, atom 16 (I): 0.01, atom 17 (N): 0.57, atom 18 (C): 0.38, atom 19 (O): -0.42, atom 20 (F): -0.24, atom 21 (C): 0.25, atom 22 (O): -0.40, atom 23 (F): -0.21, atom 24 (P): 0.39, atom 25 (C): -1.18, atom 26 (O): -0.50, atom 27 (H): 0.38, atom 28 (H): 0.26, atom 29 (H): 0.41, atom 30 (H): 0.25, atom 31 (H): 0.48, atom 32 (H): -0.03, atom 33 (H): 0.39, atom 34 (H): 0.36, atom 35 (H): 0.51, atom 36 (H): 0.46, atom 37 (H): -0.27, atom 38 (H): 0.59, atom 39 (H): 0.48, atom 40 (H): -0.34, atom 41 (H): 0.21, atom 42 (H): 0.46, atom 43 (H): 0.48, atom 44 (H): 0.38, atom 45 (H): 0.43, atom 46 (H): 0.54, atom 47 (H): -0.16, atom 48 (H): 0.31, atom 49 (H): 0.45, atom 50 (H): 0.27, atom 51 (H): 0.30



Formula: C12H25N2O2P2PrS
Source: the OMol25 dataset
Level of theory: the ωB97M-V functional and the def2-TZVPD basis

Cartesian coordinates (Å):
C: -0.842 0.937 -3.449
C: -0.859 0.443 -2.137
N: -0.119 1.076 -1.200
C: 0.823 2.001 -1.432
C: 0.943 2.557 -2.721
C: 0.063 2.008 -3.728
C: -1.710 -0.790 -1.780
P: -2.413 -0.942 -0.041
Pr: 0.093 -0.325 0.871
P: 2.237 1.440 1.077
C: 1.641 2.576 -0.253
O: -0.534 -3.534 -2.043
O: 0.499 -3.822 0.424
H: -1.526 0.517 -4.190
H: 1.643 3.367 -2.898
H: 0.101 2.425 -4.718
C: -3.669 0.254 0.415
C: -2.686 -2.652 0.489
H: 2.626 2.981 -0.546
H: 1.037 3.327 0.312
H: -1.205 -1.791 -1.983
H: -2.716 -0.740 -2.253
C: 2.377 2.246 2.697
C: 3.699 0.456 0.622
H: 0.857 -2.811 0.322
H: 0.320 -3.982 1.360
H: -0.190 -3.876 -1.173
H: 0.219 -3.574 -2.638
H: -0.829 1.315 2.020
H: 1.303 -1.768 -0.072
H: -4.532 -0.151 -0.150
H: -3.800 0.235 1.517
H: -3.353 1.267 0.110
H: -3.549 -2.920 -0.142
H: -1.801 -3.293 0.308
H: -2.913 -2.665 1.576
H: 4.482 1.224 0.606
H: 3.838 -0.324 1.392
H: 3.492 -0.036 -0.342
H: 3.244 2.902 2.562
H: 1.442 2.781 2.925
H: 2.516 1.485 3.486
S: -0.230 0.114 3.432
C: -0.040 0.048 5.098
N: 0.023 0.010 6.270

Values from the calculation:
Highest occupied orbital energy (alpha / beta) ... -5.590 / -5.572 eV
Multiplicity ... 3
DFT total energy ... -63400.249 eV
Orbital gap (alpha / beta) ... 5.178 / 5.169 eV
M ... 464.3 g mol⁻¹

Charges computed using Mulliken, reported in e: atom 1 (C): -0.80, atom 2 (C): 0.73, atom 3 (N): 0.17, atom 4 (C): 0.63, atom 5 (C): -0.82, atom 6 (C): -0.39, atom 7 (C): -1.08, atom 8 (P): 0.39, atom 9 (Pr): -0.44, atom 10 (P): 0.70, atom 11 (C): -0.99, atom 12 (O): -0.71, atom 13 (O): -0.75, atom 14 (H): 0.48, atom 15 (H): 0.46, atom 16 (H): 0.41, atom 17 (C): -1.07, atom 18 (C): -1.03, atom 19 (H): 0.41, atom 20 (H): 0.37, atom 21 (H): 0.35, atom 22 (H): 0.49, atom 23 (C): -1.18, atom 24 (C): -1.13, atom 25 (H): -0.13, atom 26 (H): 0.25, atom 27 (H): 0.35, atom 28 (H): 0.30, atom 29 (H): 0.00, atom 30 (H): 0.23, atom 31 (H): 0.40, atom 32 (H): 0.33, atom 33 (H): 0.27, atom 34 (H): 0.39, atom 35 (H): 0.32, atom 36 (H): 0.36, atom 37 (H): 0.42, atom 38 (H): 0.32, atom 39 (H): 0.30, atom 40 (H): 0.40, atom 41 (H): 0.36, atom 42 (H): 0.31, atom 43 (S): 0.04, atom 44 (C): 0.17, atom 45 (N): -0.63



Formula: C12H25N2O2P2STi
Source: the OMol25 dataset
Level of theory: the ωB97M-V functional and the def2-TZVPD basis

Cartesian coordinates (Å):
C: -0.712 0.721 -3.207
C: -0.861 0.333 -1.838
N: 0.150 0.745 -0.955
C: 0.895 1.812 -1.272
C: 0.824 2.388 -2.530
C: 0.044 1.816 -3.511
C: -1.939 -0.449 -1.398
P: -2.227 -0.833 0.380
Ti: -0.063 0.011 1.100
P: 2.108 1.291 1.203
C: 1.726 2.477 -0.180
O: -0.490 -3.280 -2.488
O: -0.037 -3.689 0.233
H: -1.400 0.222 -3.931
H: 1.446 3.315 -2.680
H: 0.021 2.276 -4.524
C: -3.695 0.214 0.357
C: -2.837 -2.530 0.579
H: 2.683 2.798 -0.599
H: 1.211 3.337 0.264
H: -0.996 -2.522 -2.216
H: -2.569 -0.917 -2.222
C: 2.476 2.350 2.619
C: 3.706 0.615 0.669
H: 0.872 -2.152 0.862
H: 0.669 -4.355 0.415
H: -0.199 -3.837 -0.663
H: 0.119 -3.006 -3.204
H: -1.186 1.317 1.315
H: 1.322 -1.545 0.880
H: -4.435 -0.239 -0.315
H: -3.988 0.250 1.404
H: -3.382 1.193 -0.021
H: -3.610 -2.784 -0.161
H: -2.035 -3.285 0.558
H: -3.269 -2.541 1.588
H: 4.473 1.406 0.619
H: 3.998 -0.162 1.388
H: 3.594 0.129 -0.310
H: 3.441 2.859 2.470
H: 1.661 3.079 2.740
H: 2.506 1.712 3.512
S: 0.016 -0.184 5.810
C: 0.000 -0.195 4.227
N: -0.030 -0.160 3.034

Values from the calculation:
Highest occupied orbital energy (alpha / beta) ... -6.582 / -6.590 eV
Multiplicity ... 2
DFT total energy ... -72451.689 eV
Energy relative to the best compared isomer or geometry (same formula, charge and spin) ... 0.0000 eV
Orbital gap (alpha / beta) ... 6.706 / 6.911 eV
M ... 371.2 g mol⁻¹

Charges computed using Mulliken, reported in e: atom 1 (C): -1.18, atom 2 (C): 1.73, atom 3 (N): 0.46, atom 4 (C): 0.55, atom 5 (C): -0.77, atom 6 (C): -0.27, atom 7 (C): -1.82, atom 8 (P): 1.10, atom 9 (Ti): -0.78, atom 10 (P): 0.97, atom 11 (C): -1.11, atom 12 (O): -0.76, atom 13 (O): -0.62, atom 14 (H): 0.30, atom 15 (H): 0.31, atom 16 (H): 0.35, atom 17 (C): -1.44, atom 18 (C): -1.14, atom 19 (H): 0.51, atom 20 (H): 0.42, atom 21 (H): 0.37, atom 22 (H): 0.21, atom 23 (C): -1.22, atom 24 (C): -1.43, atom 25 (H): 0.03, atom 26 (H): 0.27, atom 27 (H): 0.32, atom 28 (H): 0.32, atom 29 (H): 0.07, atom 30 (H): 0.06, atom 31 (H): 0.41, atom 32 (H): 0.46, atom 33 (H): 0.37, atom 34 (H): 0.38, atom 35 (H): 0.30, atom 36 (H): 0.40, atom 37 (H): 0.43, atom 38 (H): 0.38, atom 39 (H): 0.37, atom 40 (H): 0.39, atom 41 (H): 0.36, atom 42 (H): 0.34, atom 43 (S): -0.41, atom 44 (C): 0.52, atom 45 (N): -0.53